C28H50I3N2O7 | ωB97M-V/def2-TZVPD

```
90
Properties=species:S:1:pos:R:3
C -3.7013 -1.1887 0.6198
C -2.7274 -1.0869 1.8761
I -2.6230 -2.7504 3.2741
C -1.9150 0.0413 2.1480
I -1.8409 1.8114 0.8966
C -0.9997 0.0641 3.4739
C -1.6686 0.7391 4.7259
I -3.7005 1.5460 4.5400
C -0.8993 0.8031 6.0891
C 0.5322 0.1469 6.0786
C 1.0992 -0.5139 4.7693
C 2.5574 -1.1811 4.9220
C 3.7465 -0.1091 4.7000
N 4.9849 -0.5649 4.6688
N 0.3358 -0.5299 3.5176
O 0.8794 -1.1457 2.4377
C 1.2706 -0.1717 1.4123
C 2.5869 -0.5531 0.5861
C 3.8366 -1.0188 1.4846
C 2.3615 -1.6442 -0.5767
C 1.9312 -0.8166 -1.9132
C 1.1770 -2.6925 -0.3006
H -3.5837 -0.3557 -0.1492
H -3.6205 -2.2036 0.0948
H -4.7802 -1.1057 1.0275
H -1.3633 1.2687 7.0252
H 1.1354 0.1502 7.0552
H 2.6347 -1.4855 6.0366
H 2.6871 -2.1417 4.3236
H 3.4460 0.9823 4.5378
H 5.6033 0.2475 4.4900
H 1.2855 0.8838 1.8722
H 0.4041 -0.1519 0.6425
H 2.9237 0.4192 0.0534
H 4.7064 -1.4029 0.8269
H 3.5537 -1.7838 2.3018
H 4.2503 -0.0578 1.9822
H 3.3740 -2.1580 -0.7957
H 0.9301 -0.2690 -1.7028
H 1.7208 -1.5189 -2.8005
H 2.6832 0.0053 -2.1851
H 0.1818 -2.1407 -0.3882
H 1.2118 -3.4679 -1.1606
H 1.3079 -3.2916 0.6627
C -1.6636 -4.8026 -1.1948
O -1.4280 -5.6828 -2.2748
C -2.0706 -6.9416 -2.0902
C -2.1403 -7.7017 -3.4108
O -3.2211 -7.2779 -4.2412
C -3.0467 -6.0163 -4.8891
C -2.0660 -6.0758 -6.0547
O -0.7250 -6.0112 -5.5778
C 0.2073 -6.4430 -6.5504
H -1.2919 -5.2311 -0.2586
H -1.1328 -3.8699 -1.3935
H -2.7334 -4.5808 -1.1122
H -3.0828 -6.7963 -1.6958
H -1.4774 -7.5162 -1.3688
H -2.3467 -8.7516 -3.1823
H -1.1914 -7.6724 -3.9488
H -2.7834 -5.2370 -4.1717
H -4.0316 -5.7620 -5.2919
H -2.2276 -5.2137 -6.7128
H -2.2238 -7.0009 -6.6198
H 0.0322 -7.4931 -6.8071
H 1.2092 -6.3533 -6.1286
H 0.1441 -5.8204 -7.4495
C -0.6754 5.8954 2.5592
O -0.3314 6.3006 1.2483
C -1.4356 6.2114 0.3537
C -1.1604 7.0150 -0.9135
O -1.4108 8.4101 -0.7529
C -0.4378 9.1307 0.0069
C 0.8592 9.3675 -0.7583
O 1.6843 8.2069 -0.7062
C 2.6957 8.2282 -1.6953
H -1.0243 4.8573 2.5639
H 0.2156 5.9732 3.1846
H -1.4454 6.5556 2.9713
H -2.3455 6.5859 0.8363
H -1.5693 5.1538 0.0941
H -1.8655 6.6820 -1.6811
H -0.1566 6.8340 -1.3015
H -0.2621 8.6568 0.9741
H -0.8930 10.1053 0.2054
H 1.4129 10.1914 -0.2928
H 0.6298 9.6237 -1.7984
H 2.2508 8.2334 -2.6960
H 3.2975 7.3245 -1.5897
H 3.3432 9.1023 -1.5669
```

The maximum force is 4.98 eV Å⁻¹. The gap between HOMO and LUMO comes out at 6.100 eV. The multiplicity is 1. The electronic energy comes out at -71442.85013 eV. The highest occupied orbital energy is -10.673 eV. Its net charge is +1.

C28H50O15S | ωB97M-V/def2-TZVPD

```
94
Properties=species:S:1:pos:R:3
C -3.0911 5.0691 0.7918
C -3.5319 6.5380 0.5514
C -2.9424 7.2543 -0.5994
O -4.0245 8.1257 -0.9877
C -5.1099 7.5136 -0.6871
O -6.2650 7.9196 -0.9235
O -4.8342 6.4508 0.1060
H -3.3651 4.6704 1.7686
H -2.0106 5.1355 0.9185
H -3.4570 4.4503 -0.0276
H -3.3981 7.1761 1.4249
H -2.5417 6.6390 -1.4049
H -2.1230 7.7678 -0.0964
C 3.9767 -0.7552 -3.3400
C 4.5713 0.6525 -2.8655
C 3.6066 1.4590 -1.9227
O 4.2368 1.2259 -0.6423
C 5.5580 0.9134 -0.8908
O 6.3958 0.9661 0.0452
O 5.8239 0.5468 -2.1537
H 4.1598 -1.5750 -2.6453
H 4.3493 -1.0503 -4.3209
H 2.8926 -0.6516 -3.2949
H 4.6292 1.3264 -3.7203
H 2.5865 1.0780 -1.9709
H 3.5607 2.5340 -2.0971
C 2.6567 -2.1593 2.2220
C 3.5004 -3.4054 2.7690
C 2.5545 -4.6606 2.9552
O 3.4221 -5.6744 2.5205
C 4.3740 -5.2691 1.7109
O 5.2072 -6.0201 1.1834
O 4.3798 -3.8911 1.7099
H 2.0307 -1.5234 2.8481
H 2.0604 -2.5782 1.4114
H 3.3794 -1.5892 1.6383
H 3.9983 -3.1912 3.7147
H 1.5992 -4.5234 2.4485
H 2.4269 -4.6891 4.0373
C 0.7090 -5.0988 -1.9585
C 1.3955 -3.6838 -2.1204
O 2.5330 -3.3945 -1.8137
C 0.5744 -2.7234 -2.9369
H 0.4900 -5.5672 -2.9180
H -0.1346 -5.0504 -1.2699
H 1.4742 -5.6590 -1.4212
H 0.9362 -2.8228 -3.9603
H 0.7792 -1.7014 -2.6179
H -0.5127 -2.7834 -2.9895
C -0.0849 0.2084 -5.5479
C 0.1455 1.4649 -4.5473
O 1.0561 1.5143 -3.7621
C -0.8921 2.5663 -4.6417
H -0.3771 0.6898 -6.4811
H -0.9635 -0.3759 -5.2746
H 0.8012 -0.3480 -5.8535
H -1.8209 2.4267 -4.0886
H -1.0548 2.8250 -5.6879
H -0.3792 3.4256 -4.2096
C -1.9930 -3.1909 0.4111
C -1.8169 -4.2763 1.4682
O -0.8707 -4.1410 2.2052
C -2.7188 -5.4453 1.4483
H -2.8086 -3.3930 -0.2832
H -1.0179 -2.9348 -0.0032
H -2.2717 -2.3378 1.0298
H -3.6966 -5.3095 1.9105
H -2.1887 -6.2519 1.9548
H -2.9549 -5.8217 0.4529
C -3.3440 1.7591 5.6385
C -2.5674 0.4358 5.9637
O -3.0571 -0.2507 6.8118
C -1.5049 -0.0558 5.0849
H -2.5571 2.5056 5.7455
H -4.1544 2.0107 6.3226
H -3.6052 1.6934 4.5822
H -0.8624 -0.8694 5.4215
H -0.7680 0.7271 4.9054
H -1.9646 -0.5109 4.2076
C 0.4072 0.4338 0.2720
C 0.3587 1.9154 -0.2024
C -1.0816 2.3601 0.0642
S -2.0817 0.9623 0.7198
O -2.5723 0.1905 -0.4251
O -2.9800 1.5814 1.6989
C -0.5565 0.1425 1.3927
H 1.3733 0.0389 0.5865
H -0.0310 -0.0725 -0.5881
H 0.5455 1.9548 -1.2755
H 1.1530 2.5887 0.1198
H -1.7701 2.8359 -0.6341
H -0.9185 2.9000 0.9969
H -0.7703 -0.9096 1.5811
H -0.2696 0.6167 2.3312
```

The maximum force is 6.35 eV Å⁻¹. The gap between HOMO and LUMO comes out at 9.402 eV. The multiplicity is 1. The electronic energy comes out at -71390.69188 eV. The highest occupied orbital energy is -9.529 eV. Its net charge is 0. Its SMILES is C[C@H]1COC(=O)O1.C[C@H]1COC(=O)O1.C[C@H]1COC(=O)O1.O=S1(=O)CCCC1.CC(C)=O.CC(C)=O.CC(C)=O.CC(C)=O.

C28H51BBr3Cl4CsF4N6NaO11S | ωB97M-V/def2-TZVPD

```
111
Properties=species:S:1:pos:R:3
C -4.1441 -1.5995 -3.4132
C -3.4616 -0.0926 -3.2360
O -2.8875 0.0169 -1.8695
C -2.2817 1.3609 -1.6940
O -2.5711 2.4337 -2.4615
C -1.1247 1.6081 -0.5138
C 0.3239 1.8238 -1.2652
C 0.9640 3.3216 -1.1128
C 2.5978 3.4053 -1.1765
C 3.5243 2.2117 -1.6824
N 4.9751 2.0735 -1.7865
N 5.5506 3.2130 -1.3580
C 4.9821 4.4742 -0.8876
C 3.4058 4.7438 -0.7366
C 2.7579 6.1512 -0.2224
C 3.6331 7.4971 -0.5824
C 3.3288 8.0887 -2.1134
O 4.5455 8.0971 -2.9720
C 4.2903 7.3310 -4.2168
C 4.4918 5.6713 -4.1926
O 3.9311 7.8520 -5.3927
H -5.0497 -1.6949 -2.6555
H -3.2810 -2.3629 -3.1093
H -4.5148 -1.7797 -4.5142
H -4.3123 0.7055 -3.3533
H -2.6318 -0.0288 -4.0822
H -1.4179 2.4565 0.2392
H -1.0443 0.5568 0.0462
H 0.1988 1.6331 -2.4374
H 1.0838 1.0401 -0.8413
H 0.4966 4.1187 -1.8599
H 0.6531 3.7085 -0.0271
H 2.9290 1.2399 -2.0461
H 6.6166 3.1647 -1.3741
H 5.7120 5.3626 -0.5934
H 1.7027 6.2835 -0.7649
H 2.5060 6.1793 0.9366
H 3.3726 8.3657 0.1933
H 4.7944 7.3567 -0.5233
H 3.0008 9.2248 -1.9505
H 2.4210 7.5392 -2.6110
H 5.5431 5.4239 -3.6877
H 4.4445 5.2803 -5.3070
H 3.6174 5.1467 -3.6166
C -3.5536 -5.5918 -3.0169
O -3.0371 -4.6481 -3.5941
N -3.5973 -6.8297 -3.5415
N -4.1256 -5.4781 -1.8046
H -4.0181 -7.6193 -3.0814
H -3.1779 -6.9587 -4.4530
H -4.1145 -4.5627 -1.3742
H -4.5559 -6.2435 -1.3135
C -1.8702 -3.1848 5.4909
O -1.7691 -1.8888 6.0651
C -0.4180 -1.5207 6.3721
C 0.0381 -0.3614 5.4722
N 0.2140 -0.8118 4.0851
C 0.4128 0.2888 3.1351
C -0.7670 1.2596 2.9296
O -1.9038 0.6608 2.3046
C -2.8020 0.0245 3.2037
H -2.9306 -3.4366 5.4045
H -1.4318 -3.1992 4.4900
H -1.3857 -3.9333 6.1248
H 0.2694 -2.3714 6.3144
H -0.4193 -1.1705 7.4109
H 0.9877 0.0344 5.8464
H -0.7173 0.4272 5.5342
H -0.6079 -1.3355 3.7987
H 0.6398 -0.1748 2.1677
H 1.3031 0.8575 3.4268
H -0.4253 2.0379 2.2375
H -1.0509 1.7821 3.8495
H -2.8249 0.5053 4.1856
H -2.5467 -1.0326 3.3014
H -3.8061 0.0762 2.7713
C -7.1791 -6.9458 1.0150
C -5.7933 -7.2856 0.6510
N -4.6985 -7.5540 0.3634
H -7.8184 -6.8528 0.1307
H -7.6271 -7.7098 1.6591
H -7.2339 -5.9947 1.5552
C -7.5171 -10.4580 3.5139
Cl -6.9287 -11.1375 1.9870
Cl -6.1953 -9.6748 4.3966
Cl -8.8335 -9.3097 3.2175
H -7.9045 -11.2751 4.1278
C 1.9965 -4.2284 -0.0926
C 2.6807 -3.7058 1.1677
O 2.2607 -2.3484 1.2849
S 0.7500 -2.2076 0.6863
O -0.1804 -2.2626 1.7920
O 0.7443 -1.1480 -0.2952
O 0.6976 -3.6382 -0.0938
H 2.5224 -3.8958 -0.9933
H 1.9198 -5.3189 -0.0987
H 3.7698 -3.7686 1.1069
H 2.3344 -4.2443 2.0562
C 7.2200 8.8519 1.6724
Br 6.2998 10.5648 1.6143
Br 7.7955 8.4002 3.4748
Br 6.1567 7.4316 0.8746
H 8.1247 8.9542 1.0641
B 5.5724 2.8847 -6.9800
F 5.8943 1.5090 -7.3224
F 6.7014 3.4899 -6.2924
F 5.2870 3.6321 -8.1939
F 4.4069 2.9079 -6.1114
Na -8.5546 -7.0216 -1.6915
Cl -1.7250 -2.9591 -0.4975
Cs -4.6245 -11.8852 2.3334
```

The maximum force is 8.89 eV Å⁻¹. The gap between HOMO and LUMO comes out at 1.763 eV. The multiplicity is 1. The electronic energy comes out at -348867.28902 eV. The highest occupied orbital energy is -7.523 eV. Its net charge is +1.